A 7-piece molecular cluster, C4H14Cl8O3 overall. Source: OMol25; level of theory: the ωB97M-V functional and the def2-TZVPD basis.

LUMO energy = 0.050 eV
Calculated total energy = -4068.00725 hartree
HOMO level = -11.024 eV
SMILES = ClCCl.ClCCl.ClCCl.ClCCl.O.O.O

Positions of all 29 atoms, in Å:
H -4.84005 -2.37181 2.17923
H -7.18623 2.62735 0.48034
C -0.14756 0.78141 0.88890
Cl 4.67093 -2.11803 -0.36357
C 1.92477 -2.90401 5.88734
H -3.58498 1.66499 -2.98742
Cl 1.95305 -4.62913 6.48751
O -4.32477 2.21251 -3.25040
H 0.11619 1.69202 0.35098
Cl 0.22526 0.92508 2.64305
H 0.46169 0.01114 0.41605
O -5.50225 -2.39973 1.48862
H 4.50444 -3.85486 -2.03598
Cl 4.89657 4.51416 -4.90772
H 3.48346 2.55792 -4.90508
Cl -1.79079 0.36666 0.62432
H 5.31381 -2.32507 -2.59870
O -6.96520 2.15462 1.28278
H 2.59667 4.08728 -5.29915
C 3.37242 3.62106 -4.69173
H -6.61762 1.31600 0.97928
Cl 3.10827 -1.99288 -2.64617
H 1.64243 -2.16435 6.63653
H -5.00317 -2.53350 0.68285
Cl 3.51292 -2.44111 5.43411
H 1.23736 -2.76036 5.05371
C 4.49315 -2.76493 -2.03200
H -4.24055 3.00239 -2.71633
Cl 2.68965 3.72528 -3.08143

Okay, here come the natural (NBO) numbers, in e, for every atom:
1 H 0.469
2 H 0.466
3 C -0.413
4 Cl -0.052
5 C -0.400
6 H 0.467
7 Cl -0.049
8 O -0.935
9 H 0.224
10 Cl -0.035
11 H 0.224
12 O -0.936
13 H 0.231
14 Cl -0.019
15 H 0.225
16 Cl 0.001
17 H 0.224
18 O -0.937
19 H 0.224
20 C -0.403
21 H 0.471
22 Cl 0.008
23 H 0.223
24 H 0.467
25 Cl 0.004
26 H 0.223
27 C -0.410
28 H 0.468
29 Cl -0.027